DFT (wB97M-V/def2-TZVPD) results for a structure of composition C33H70NO19P at a distorted geometry.

Output
E_HOMO = -1.13 eV
relative energy (zero: lowest compared OMol25 entry of this formula, charge and spin) = 0.0 kcal/mol

Structure (ORCA input):
```
! RIJCOSX wB97M-V def2-TZVPD def2/J DEFGRID3
* xyz -2 1
N 35.63 6.46 59.22
H 35.65 6.14 58.21
H 35.52 5.70 59.66
H 34.98 7.08 59.58
H 36.59 6.76 59.29
P 36.39 6.82 62.30
O 37.12 5.75 61.64
O 36.65 8.12 61.39
O 36.76 6.84 63.64
O 34.95 6.50 61.99
O 31.82 9.38 64.30
C 32.80 9.74 63.62
O 32.79 10.91 62.92
C 31.67 11.79 63.00
C 32.09 13.21 62.58
C 34.11 9.18 63.59
H 31.15 11.95 63.85
H 30.95 11.52 62.40
H 31.44 14.08 62.85
H 32.11 13.40 61.58
H 32.86 13.84 63.16
H 34.96 9.63 64.33
H 34.50 9.14 62.61
H 33.79 7.98 63.65
O 37.32 11.49 65.51
C 38.18 10.90 64.78
O 39.37 11.50 64.35
C 39.64 12.90 64.64
C 41.12 13.21 64.18
C 38.06 9.46 64.34
H 39.45 13.01 65.64
H 38.75 13.60 64.43
H 41.92 12.57 64.78
H 41.46 14.24 64.29
H 41.08 13.09 63.11
H 37.62 9.41 63.22
H 37.25 9.03 65.19
H 39.03 9.04 64.58
O 42.07 4.27 62.27
C 40.94 4.28 62.68
O 40.26 3.19 63.28
C 38.87 3.16 63.40
C 38.37 1.85 64.08
C 40.10 5.61 62.39
H 38.41 3.17 62.34
H 38.43 3.99 63.86
H 39.03 1.94 64.96
H 38.68 0.96 63.40
H 37.35 1.98 64.17
H 40.94 6.40 62.29
H 39.62 5.95 63.30
H 39.56 5.61 61.48
O 37.97 7.54 57.08
C 39.19 7.72 56.99
O 40.02 7.92 58.12
C 39.45 7.90 59.41
C 40.46 8.72 60.29
C 39.95 7.69 55.75
H 39.04 7.04 59.61
H 38.58 8.64 59.46
H 40.07 8.66 61.27
H 40.64 9.86 59.99
H 41.39 8.20 60.44
H 40.70 7.02 55.98
H 40.50 8.70 55.81
H 39.47 7.60 54.94
O 34.44 1.56 64.23
C 34.20 2.74 63.89
O 33.36 3.57 64.49
C 33.44 4.97 64.41
C 32.44 5.72 65.20
C 35.04 3.28 62.73
H 33.19 5.19 63.40
H 34.35 5.12 64.65
H 32.30 6.72 65.09
H 32.46 5.60 66.21
H 31.47 5.43 64.89
H 35.50 2.30 62.46
H 35.73 4.02 63.25
H 34.48 3.76 62.02
O 36.97 10.32 67.71
C 35.81 10.01 67.92
O 35.05 9.29 67.08
C 35.72 8.82 66.00
C 34.75 7.89 65.28
C 34.92 10.80 68.87
H 36.59 8.18 66.11
H 36.11 9.60 65.19
H 35.29 7.50 64.30
H 34.00 8.55 64.74
H 34.17 7.04 65.69
H 34.07 10.24 69.42
H 34.60 11.78 68.39
H 35.52 11.09 69.80
C 36.61 2.18 59.30
C 37.29 2.74 58.07
O 37.26 2.15 56.90
C 38.06 3.96 58.37
H 37.31 2.04 60.01
H 36.11 1.08 59.03
H 36.00 3.01 59.62
H 39.04 3.66 58.12
H 38.10 4.22 59.45
H 37.68 4.86 57.70
C 36.64 4.61 64.97
C 37.89 4.91 65.80
O 37.97 4.51 67.12
C 39.00 5.57 65.17
H 36.47 5.51 64.37
H 35.78 4.59 65.67
H 36.52 3.72 64.53
H 38.70 6.19 64.26
H 39.74 4.82 64.82
H 39.57 6.07 66.00
C 37.65 11.28 60.78
C 36.43 12.07 60.94
O 35.88 12.70 59.77
C 35.82 12.22 62.27
H 37.96 11.15 59.56
H 37.52 10.30 61.06
H 38.43 11.76 61.49
H 36.56 12.79 62.85
H 35.73 11.48 62.98
H 34.88 12.73 62.03
*
```